This record from OMol25 describes a structure of composition C31H73CaCl2Cs2N4O11P3 at a distorted geometry. The level of theory is ωB97M-V/def2-TZVPD.

The geometry in XYZ format:
```
127
C31H73CaCl2Cs2N4O11P3 | OMol25 | ωB97M-V/def2-TZVPD
C 4.457 -2.030 5.071
C 4.025 -3.535 5.086
C 4.249 -4.149 3.617
C 2.955 -4.271 2.692
C 2.410 -2.890 2.092
P 1.966 -3.008 0.339
C 0.692 -1.736 0.041
C -0.712 -2.325 0.286
C -1.387 -1.845 1.577
C -2.175 -0.546 1.395
C -1.354 0.731 1.088
C -0.414 1.234 2.209
C 0.568 2.242 1.569
C 1.530 2.900 2.574
C 2.853 2.032 2.646
C 4.180 2.829 2.972
C 5.422 1.839 2.697
C 6.335 2.244 1.471
O 5.631 1.894 0.269
C 6.523 1.879 -0.849
P 3.744 -2.818 -0.921
C 3.403 -1.543 -2.246
C 5.056 -2.209 0.228
C 6.436 -2.140 -0.455
H 5.497 -1.925 4.774
H 4.379 -1.677 6.096
H 3.817 -1.428 4.423
H 4.742 -4.021 5.734
H 2.950 -3.666 5.469
H 5.076 -3.602 3.167
H 4.606 -5.165 3.762
H 2.094 -4.717 3.348
H 3.093 -4.973 1.870
H 3.046 -2.030 2.278
H 1.411 -2.655 2.591
H 1.469 -4.294 0.086
H 0.718 -1.361 -0.980
H 0.824 -0.885 0.704
H -1.371 -2.185 -0.568
H -0.595 -3.409 0.386
H -2.120 -2.612 1.820
H -0.674 -1.833 2.407
H -2.828 -0.717 0.533
H -2.795 -0.386 2.273
H -0.758 0.669 0.174
H -2.069 1.532 0.920
H 0.081 0.415 2.736
H -1.005 1.815 2.912
H 1.122 1.721 0.786
H -0.035 3.022 1.111
H 1.091 3.024 3.558
H 1.768 3.941 2.212
H 3.046 1.489 1.722
H 2.703 1.306 3.441
H 4.168 3.135 4.045
H 4.337 3.743 2.288
H 6.003 1.730 3.605
H 5.004 0.861 2.479
H 7.255 1.670 1.529
H 6.584 3.330 1.456
H 6.555 0.906 -1.322
H 6.165 2.585 -1.597
H 7.524 2.180 -0.555
H 2.302 -1.377 -2.275
H 3.960 -0.562 -2.082
H 3.689 -2.042 -3.229
H 4.776 -1.299 0.753
H 5.111 -2.989 0.985
H 7.000 -3.016 -0.163
H 6.971 -1.308 -0.019
H 6.390 -2.058 -1.535
Cl 1.818 -3.650 6.937
C -3.098 1.546 -2.841
C -3.439 0.288 -1.994
O -2.713 -0.713 -2.201
O -4.389 0.436 -1.210
H -2.260 1.347 -3.505
H -3.966 1.823 -3.438
H -2.841 2.372 -2.177
C -3.897 2.720 4.779
C -2.643 3.494 5.090
O -1.542 2.952 5.166
N -2.768 4.826 5.280
C -3.978 5.617 5.203
H -3.639 1.672 4.652
H -4.612 2.805 5.597
H -4.353 3.086 3.857
H -1.899 5.291 5.492
H -3.855 6.384 4.435
H -4.155 6.117 6.160
H -4.838 5.003 4.968
C -8.101 -1.756 -4.569
O -7.491 -0.864 -5.548
P -5.826 -0.992 -5.784
O -5.589 0.495 -5.726
O -5.988 -1.567 -7.301
C -6.808 -0.851 -8.221
O -4.210 -1.417 -5.728
C -3.421 -1.029 -6.836
H -9.168 -1.547 -4.537
H -7.948 -2.800 -4.858
H -7.672 -1.577 -3.590
H -6.858 0.209 -7.971
H -7.812 -1.272 -8.236
H -6.365 -0.965 -9.210
H -3.657 -0.013 -7.152
H -3.551 -1.720 -7.669
H -2.381 -1.071 -6.506
Cs 1.315 -3.935 4.637
Cs 4.488 5.076 1.472
Cl -5.696 5.470 2.941
Ca 3.586 -0.273 -4.085
C 4.318 3.603 -8.230
N 4.120 2.958 -6.902
O 4.692 1.897 -6.686
O 3.402 3.519 -6.107
H 4.980 2.982 -8.820
H 3.341 3.689 -8.696
H 4.753 4.582 -8.053
C -8.192 -2.429 -0.713
O -7.798 -2.278 -1.860
N -7.403 -2.146 0.363
N -9.445 -2.886 -0.424
H -7.699 -2.255 1.314
H -6.480 -1.799 0.173
H -10.047 -3.100 -1.197
H -9.789 -3.014 0.509
```

Calculated values
- frontier orbital gap (Eh) = 0.04732
- total charge = +2
- multiplicity = 1